Entry from the Open Molecules 2025 dataset: a single C2HClF4S molecule in a non-equilibrium geometry (the ωB97M-V functional and the def2-TZVPD basis).

Properties
Relative energy (zero: lowest compared OMol25 entry of this formula, charge and spin) in eV: 3.029
Gap between HOMO and LUMO (alpha / beta) in eV: 6.91 / 6.91

Element x y z (Å)
F: -2.05989 -0.14767 0.41511
F: -0.44839 0.90457 -1.74207
F: -0.21885 0.25268 1.60050
F: -0.08599 2.00281 0.05072
C: -0.69394 -0.21902 0.44196
H: -0.51195 -1.31904 0.41815
C: -0.07984 0.74700 -0.47560
S: 2.34578 -1.84855 0.26930
Cl: 1.75307 -0.37278 -0.97806

Cartesian forces (eV/Å) of the 3 atoms listed first:
F 0.1834 0.6310 -0.0574
F -0.2201 -0.7175 0.7944
F -0.1723 -0.3815 1.2483

Atomic partial charges in e from the Löwdin method, atoms 1 to 2: F 0.0842; F 0.1081